1.
This record from the Open Molecules 2025 dataset describes a structure of composition C35H36FN6O14Pd. The level of theory is the ωB97M-V functional and the def2-TZVPD basis.

Structure (XYZ):
```
93
C35H36FN6O14Pd | the Open Molecules 2025 dataset | the ωB97M-V functional and the def2-TZVPD basis
Pd 0.39297 0.34130 -0.24152
C 7.02996 -3.33320 0.12913
C 6.52380 -2.78672 1.46454
C 6.65716 -3.85829 2.54557
C 6.20643 -3.30023 3.88550
C 4.80540 -2.77296 3.75897
C 3.98484 -2.70985 4.86946
C 2.69338 -2.21804 4.75131
F 1.92718 -2.13798 5.86325
C 2.18605 -1.81844 3.54278
C 2.99735 -1.87469 2.40314
C 2.41673 -1.41884 1.13831
O 1.19047 -1.14867 1.10812
C 3.36589 -1.37249 0.06709
C 4.64050 -1.81204 0.25069
N 5.13105 -2.34226 1.39246
C 4.32777 -2.33597 2.51018
C 3.13597 -0.73868 -1.32839
O 3.87310 -1.14319 -2.21902
O 2.26925 0.16003 -1.41290
H 7.96011 -3.87459 0.29372
H 7.22989 -2.54192 -0.58765
H 6.30308 -4.01836 -0.29932
H 7.14507 -1.92478 1.74876
H 7.69407 -4.19298 2.59890
H 6.03655 -4.71522 2.27969
H 6.87880 -2.49384 4.19800
H 6.24462 -4.07666 4.65188
H 4.34496 -3.04331 5.82933
H 1.17889 -1.45237 3.43535
H 5.30440 -1.73670 -0.59602
C -5.48916 -5.20454 2.46712
C -6.02626 -3.80579 2.75125
N -5.07778 -2.75401 2.41571
C -5.38421 -1.96373 1.24604
C -5.08122 -2.69299 -0.06318
C -4.03272 -2.59418 3.27165
O -3.92926 -3.30550 4.25772
C -3.08959 -1.45144 3.05554
C -2.71819 -0.71640 4.19644
C -1.84767 0.36338 4.01638
C -1.47841 0.76957 2.76632
N -1.91504 0.09668 1.63756
C -2.59064 -1.09506 1.83071
H -6.26273 -5.94087 2.67202
H -4.63403 -5.39710 3.10777
H -5.18057 -5.30207 1.43016
H -6.25130 -3.72754 3.82011
H -6.94100 -3.63084 2.18143
H -4.81391 -1.03613 1.28491
H -6.45181 -1.71059 1.28000
H -4.04033 -3.00091 -0.10300
H -5.27138 -2.03082 -0.90365
H -5.70572 -3.57689 -0.16953
H -3.05663 -1.03242 5.16813
H -1.47338 0.91071 4.87058
H -0.79942 1.59042 2.60273
H -2.68287 -1.70397 0.95255
O 1.26466 -2.36538 -7.15074
N 1.42497 -1.16992 -6.95553
O 1.84991 -0.40650 -7.80926
C 1.08008 -0.64286 -5.68405
C 0.74502 -1.51789 -4.65757
C 0.36727 -1.02147 -3.40626
C 0.26302 0.40129 -3.17366
O -0.27791 0.89459 -2.14089
C 0.67421 1.24830 -4.25638
C 1.08012 0.73347 -5.48568
N 0.62206 2.64043 -4.08010
O 0.91236 3.35513 -5.04284
O 0.27689 3.11250 -2.99619
N 0.09586 -1.92984 -2.40723
O 0.05705 -3.14622 -2.66220
O -0.15296 -1.55276 -1.20283
H 0.80030 -2.58559 -4.80539
H 1.37540 1.40625 -6.27544
C -3.05165 0.26824 -1.68525
O -2.41548 -0.24669 -0.53371
C -1.70955 0.58712 0.33458
C -2.00457 2.07699 0.16405
H -2.39257 0.91237 -2.26248
H -3.96600 0.81421 -1.42507
H -3.31009 -0.61006 -2.27692
H -3.08811 2.23721 0.16844
H -1.59132 2.44243 -0.77705
H -1.55319 2.65873 0.95967
C 2.44095 3.65254 1.41292
C 1.99566 2.21077 1.15248
O 2.79017 1.28208 1.22068
O 0.74539 2.06713 0.92423
H 3.52608 3.70286 1.41410
H 2.05884 3.97470 2.38070
H 2.03160 4.30373 0.64441
```

## Properties
Charge   -1
Spin multiplicity   5
LUMO (spin up / spin down)   1.768 / -0.184 eV
Gap between HOMO and LUMO (spin up / spin down)   4.94 / 5.64 eV
HOMO energy (spin up / spin down)   -3.176 / -5.824 eV
⟨S²⟩   6.1508

Let us look at the Löwdin charges, expressed in e, one per atom:
1. Pd 1.31
2. C -0.04
3. C -0.31
4. C -0.15
5. C -0.14
6. C -0.14
7. C 0.04
8. C -0.26
9. F 0.05
10. C 0.08
11. C -0.03
12. C -0.28
13. O -0.06
14. C 0.00
15. C 0.04
16. N 0.02
17. C -0.07
18. C -0.62
19. O 0.03
20. O -0.06
21. H 0.08
22. H 0.08
23. H 0.10
24. H 0.16
25. H 0.12
26. H 0.13
27. H 0.13
28. H 0.12
29. H 0.12
30. H 0.13
31. H 0.13
32. C -0.07
33. C -0.20
34. N -0.06
35. C -0.21
36. C -0.06
37. C -0.40
38. O 0.06
39. C -0.10
40. C 0.00
41. C -0.05
42. C -0.03
43. N 0.03
44. C 0.03
45. H 0.07
46. H 0.07
47. H 0.07
48. H 0.12
49. H 0.12
50. H 0.10
51. H 0.12
52. H 0.08
53. H 0.07
54. H 0.07
55. H 0.11
56. H 0.11
57. H 0.11
58. H 0.13
59. O 0.06
60. N -0.37
61. O 0.05
62. C -0.16
63. C 0.08
64. C -0.09
65. C -0.24
66. O -0.09
67. C -0.08
68. C 0.08
69. N -0.34
70. O 0.03
71. O 0.06
72. N -0.35
73. O -0.02
74. O -0.12
75. H 0.12
76. H 0.12
77. C -0.07
78. O -0.17
79. C -0.41
80. C -0.02
81. H 0.08
82. H 0.09
83. H 0.10
84. H 0.09
85. H 0.08
86. H 0.07
87. C 0.00
88. C -0.67
89. O 0.04
90. O -0.14
91. H 0.07
92. H 0.07
93. H 0.08

---

2.
This record from the Open Molecules 2025 dataset describes a cluster of 2 separate species, C4H11N2 in total. The level of theory is the ωB97M-V functional and the def2-TZVPD basis.

Structure (XYZ):
```
17
C4H11N2 | the Open Molecules 2025 dataset | the ωB97M-V functional and the def2-TZVPD basis
C 1.73756 -0.55727 1.44460
C 0.32151 -0.80401 -0.61144
C 0.65471 -0.18218 -1.92196
C -1.25943 1.64900 1.09925
N 0.99795 -0.50904 0.42738
N -0.76294 -1.54150 -0.58854
H 2.24735 -1.50641 1.61682
H 1.69370 0.27053 2.19880
H 0.40231 -0.91868 -2.73161
H 1.68350 0.10187 -1.85720
H -0.02855 0.67404 -2.17190
H -0.29578 1.92336 1.45631
H -2.11676 1.59736 1.86432
H -1.06830 0.78788 0.50467
H -1.28548 -1.78697 0.17472
H -1.40270 -1.58692 -1.35281
H -1.51864 2.38894 0.44859
```

## Properties
Charge   +1
LUMO   -4.493 eV
Gap between HOMO and LUMO   10.84 eV
HOMO energy   -15.333 eV

Let us look at the natural (NBO) charges, expressed in e, one per atom:
1. C 0.11
2. C 0.54
3. C -0.67
4. C -0.84
5. N -0.36
6. N -0.71
7. H 0.22
8. H 0.24
9. H 0.26
10. H 0.25
11. H 0.28
12. H 0.21
13. H 0.24
14. H 0.17
15. H 0.42
16. H 0.42
17. H 0.22

---

3.
This record from the Open Molecules 2025 dataset describes a cluster of 4 separate species, CH10O4 in total. The level of theory is the ωB97M-V functional and the def2-TZVPD basis.

Structure (XYZ):
```
15
CH10O4 | the Open Molecules 2025 dataset | the ωB97M-V functional and the def2-TZVPD basis
C 0.67714 0.45737 2.44537
O 2.00455 0.37191 2.82972
H 0.11482 1.01822 3.29418
H 0.17446 -0.55203 2.21915
H 0.65118 0.96847 1.53692
H 2.28156 -0.48786 3.08432
O 0.15016 0.84945 -3.07918
H 0.75048 0.99118 -2.32519
H 0.47566 1.24443 -3.88045
O -2.58482 0.75750 -1.69479
H -1.68914 0.80933 -1.95853
H -3.20065 1.40067 -2.03566
O 0.15359 -2.57414 0.22177
H 0.36313 -3.36284 -0.36191
H -0.32213 -1.89168 -0.29572
```

## Properties
Structure (SMILES)   CO.O.O.O
LUMO   0.332 eV
Gap between HOMO and LUMO   10.47 eV
HOMO energy   -10.140 eV

Let us look at the natural (NBO) charges, expressed in e, one per atom:
1. C -0.24
2. O -0.73
3. H 0.16
4. H 0.18
5. H 0.16
6. H 0.47
7. O -0.97
8. H 0.48
9. H 0.49
10. O -0.98
11. H 0.49
12. H 0.48
13. O -0.96
14. H 0.48
15. H 0.48

---

Calculated energy relative to the best compared isomer or geometry (same formula, charge and spin) in order - 154.3; 231.4; 124.4 kJ/mol
Calculated largest force on an atom in order - 0.040; 0.062; 0.065 Eh/bohr